[1]
This record from the OMol25 dataset describes a gas-phase ion, C7H12 (charge +1) at a distorted geometry. The level of theory is wB97M-V/def2-TZVPD.

Geometry as XYZ:
```
19
Properties=species:S:1:pos:R:3:forces:R:3
C -0.210 -0.406 -1.961 -0.405 0.565 -0.043
C 0.658 -0.828 -0.758 0.170 0.554 -0.069
C 0.003 -0.666 0.610 -1.042 1.247 -1.186
C -0.009 0.706 1.195 0.403 -0.819 0.090
C -0.252 1.861 0.503 2.060 -0.999 0.484
C 0.250 2.877 -0.095 -0.773 1.084 -0.023
C -0.389 -1.807 1.482 0.557 -0.216 1.810
H -1.262 -0.267 -1.696 -0.088 -0.554 0.008
H -0.136 -1.083 -2.808 -0.009 -0.043 0.128
H 0.045 0.597 -2.305 0.374 -0.138 -0.089
H 1.074 -1.821 -0.868 -0.314 -0.328 0.110
H 1.522 -0.169 -0.743 0.258 -0.001 -0.021
H 0.208 0.746 2.262 -0.947 0.112 0.252
H -0.997 -0.053 0.378 -0.573 -0.938 0.061
H -0.345 3.764 -0.279 0.166 0.130 -0.268
H 1.311 2.858 -0.324 -0.006 0.072 -0.223
H 0.044 -1.621 2.477 0.040 -0.166 -0.011
H -0.060 -2.805 1.215 0.220 0.171 -0.569
H -1.454 -1.881 1.716 -0.090 0.267 -0.441
```
Forces are in eV/Å.

Output
**E_tot**: -273.4687 hartree
**HOMO level (alpha / beta)**: -14.289 / -15.620 eV
**Frontier orbital gap (alpha / beta)**: 9.70 / 8.25 eV
**Charge**: +1
**2S+1**: 2

---

[2]
This record from the OMol25 dataset describes C7H13F in the gas phase at a distorted geometry. The level of theory is wB97M-V/def2-TZVPD.

Geometry as XYZ:
```
21
Properties=species:S:1:pos:R:3:forces:R:3
C -3.050 0.666 0.349 1.376 -2.506 -3.333
C -1.676 0.339 -0.326 -1.156 -1.063 1.800
F -1.840 -0.374 -1.483 0.154 0.408 0.203
C -0.520 0.318 0.341 0.382 2.938 -1.233
C 0.879 -0.111 -0.063 -1.195 0.531 -1.003
C 1.899 0.863 0.512 1.012 0.836 -2.707
C 0.945 -1.308 0.838 0.352 -1.804 1.054
C 1.067 -0.422 -1.606 0.359 1.251 -0.923
H -3.381 -0.172 0.923 0.011 -0.477 0.712
H -3.788 0.749 -0.436 -0.201 0.382 -0.301
H -2.977 1.527 0.871 0.087 2.665 1.892
H -0.391 0.970 1.236 -0.978 -0.764 -0.437
H 2.917 0.459 0.446 -0.180 -0.265 -0.088
H 1.987 1.842 -0.040 -0.554 -0.755 0.754
H 1.695 0.958 1.530 -0.306 0.713 1.767
H 2.032 -1.392 1.006 -0.485 -0.966 0.728
H 0.281 -1.276 1.807 1.735 0.397 -1.629
H 0.554 -2.183 0.319 0.214 -0.168 -0.015
H 0.660 -1.401 -1.830 -0.075 -0.129 -0.132
H 2.106 -0.366 -2.040 -0.496 -0.432 1.275
H 0.602 0.314 -2.354 -0.052 -0.792 1.615
```
Forces are in eV/Å.

Output
**SMILES**: C/C(F)=C/C(C)(C)C
**E_tot**: -374.3098 hartree
**HOMO level**: -8.951 eV
**Frontier orbital gap**: 9.85 eV
**2S+1**: 1

---

[3]
This record from the OMol25 dataset describes 2 unconnected molecules or ions with the total composition C2H6NO at a distorted geometry. The level of theory is wB97M-V/def2-TZVPD.

Geometry as XYZ:
```
10
Properties=species:S:1:pos:R:3:forces:R:3
C -1.040 -0.745 -0.343 -4.661 2.798 -3.386
C -0.306 0.433 0.052 1.256 2.240 -0.732
N 1.230 0.303 0.337 0.354 0.010 1.794
O -1.139 -0.174 0.944 0.088 -0.346 0.355
H -2.281 -0.399 -1.371 3.408 -0.862 3.025
H -0.847 -1.752 -0.564 0.927 -1.151 0.298
H -0.438 1.529 -0.273 -0.334 -1.968 0.469
H 1.503 0.217 1.386 -0.901 -0.205 -1.959
H 1.799 1.110 0.016 -0.661 -0.415 -0.152
H 1.517 -0.523 -0.184 0.525 -0.102 0.288
```
Forces are in eV/Å.

Output
**E_tot**: -209.3875 hartree
**HOMO level**: -15.119 eV
**Frontier orbital gap**: 10.97 eV
**Charge**: +1
**2S+1**: 1

---

[4]
This record from the OMol25 dataset describes 2 unconnected molecules or ions with the total composition C7H13F3S at a distorted geometry. The level of theory is wB97M-V/def2-TZVPD.

Geometry as XYZ:
```
24
Properties=species:S:1:pos:R:3:forces:R:3
C -3.790 1.307 0.212 -0.036 0.117 0.125
S -2.793 0.074 -0.650 -0.007 0.001 0.049
C -1.449 -0.093 0.552 0.023 0.122 0.104
C -0.741 -1.415 0.364 -0.630 -0.033 -0.183
F 0.285 -1.496 1.257 -0.561 -1.082 0.222
F -0.211 -1.484 -0.888 0.069 -0.024 0.084
H -4.141 0.934 1.179 0.065 0.027 -0.144
H -4.659 1.513 -0.417 0.126 -0.047 0.054
H -3.237 2.240 0.356 -0.066 -0.158 -0.042
H -0.712 0.710 0.445 -0.146 -0.067 -0.014
H -1.855 -0.064 1.569 0.036 -0.030 -0.147
H -1.397 -2.282 0.506 0.135 0.096 -0.022
F 2.863 -1.026 -0.754 0.025 -0.108 -0.056
C 2.951 0.239 -0.211 0.150 0.306 0.219
C 2.206 1.362 -0.936 -0.047 -0.010 -0.183
C 1.854 1.926 0.461 0.150 0.165 0.098
C 2.120 0.519 1.044 -0.090 0.062 -0.027
H 4.013 0.470 -0.066 -0.105 -0.079 -0.069
H 1.320 0.948 -1.427 0.075 0.035 0.043
H 2.758 1.988 -1.640 -0.070 -0.094 0.103
H 0.856 2.346 0.598 0.081 0.015 -0.013
H 2.594 2.656 0.803 -0.135 -0.064 -0.074
H 1.213 -0.094 1.022 0.992 0.836 0.010
H 2.601 0.429 2.022 -0.034 0.014 -0.138
```
Forces are in eV/Å.

Output
**SMILES**: CSCC(F)F.FC1CCC1
**E_tot**: -972.2600 hartree
**HOMO level**: -9.075 eV
**Frontier orbital gap**: 9.83 eV
**2S+1**: 1

---

[5]
This record from the OMol25 dataset describes C18H20N2O in the gas phase at a distorted geometry. The level of theory is wB97M-V/def2-TZVPD.

Geometry as XYZ:
```
41
Properties=species:S:1:pos:R:3:forces:R:3
C 2.578 4.007 -0.126 -0.975 -0.462 -0.584
C 1.581 2.888 0.188 -0.672 0.110 -1.110
C 1.703 2.207 1.401 -0.197 0.504 -0.723
C 0.830 1.194 1.704 -0.730 -0.767 -0.517
C -0.142 0.768 0.771 0.076 0.374 -0.145
C -0.294 1.440 -0.452 -0.458 -0.451 0.940
C 0.530 2.549 -0.725 0.397 -0.137 0.055
C 0.357 3.290 -2.053 0.117 0.302 0.692
C -1.368 0.932 -1.444 0.629 0.787 -0.899
N -1.935 -0.369 -1.146 0.084 -1.749 -0.729
C -1.810 -1.433 -2.072 0.944 0.490 -1.150
N -2.162 -2.721 -1.778 -1.316 -0.094 1.922
O -1.318 -1.307 -3.186 0.334 1.346 0.084
C -2.280 -0.573 0.240 0.641 1.426 0.281
C -1.041 -0.409 1.145 0.198 -0.058 -0.406
C -0.255 -1.695 1.232 1.175 -0.445 -0.169
C -0.120 -2.353 2.453 -0.455 0.241 -0.096
C 0.589 -3.546 2.576 -0.265 0.026 0.419
C 1.200 -4.074 1.474 0.997 -0.714 -0.449
C 1.208 -3.376 0.260 -0.439 -0.752 0.491
C 0.478 -2.214 0.131 -0.152 0.295 0.524
H 2.757 4.104 -1.220 -0.225 0.194 0.820
H 2.210 4.931 0.330 0.121 0.142 -0.409
H 3.518 3.780 0.331 0.629 -0.152 0.322
H 2.480 2.537 2.075 0.030 -0.186 0.206
H 0.898 0.665 2.645 0.050 -0.041 0.088
H -0.665 3.319 -2.454 0.225 -0.313 0.331
H 0.639 4.339 -1.903 0.098 -0.223 -0.264
H 1.004 2.832 -2.803 0.019 0.168 -0.135
H -2.205 1.651 -1.604 0.578 -0.169 0.367
H -0.833 0.886 -2.406 -0.514 -0.319 0.131
H -2.937 -2.849 -1.134 0.354 -0.355 -0.185
H -2.085 -3.382 -2.544 -0.107 0.611 0.212
H -2.753 -1.509 0.417 -0.201 -0.866 0.021
H -3.006 0.187 0.550 -0.064 0.095 -0.201
H -1.417 -0.135 2.116 -0.189 -0.294 0.680
H -0.608 -1.898 3.306 -0.010 -0.155 0.158
H 0.670 -4.092 3.516 -0.184 0.350 -0.085
H 1.749 -5.029 1.577 -0.351 0.663 -0.204
H 1.719 -3.836 -0.574 0.075 0.294 -0.155
H 0.538 -1.706 -0.817 -0.266 0.283 -0.129
```
Forces are in eV/Å.

Output
**SMILES**: Cc1ccc2c(c1C)CN(C(N)=O)C[C@H]2c1ccccc1
**E_tot**: -882.6900 hartree
**HOMO level**: -8.462 eV
**Frontier orbital gap**: 9.20 eV
**2S+1**: 1

---

[6]
This record from the OMol25 dataset describes a molecular structure, F4HN2O9RbS4 at a distorted geometry. The level of theory is wB97M-V/def2-TZVPD.

Geometry as XYZ:
```
21
Properties=species:S:1:pos:R:3:forces:R:3
Rb -1.265 0.962 -1.066 0.501 -0.804 0.265
N -0.995 -3.632 -1.387 3.594 1.300 0.904
S -1.778 -2.973 -0.253 -5.020 0.940 4.089
O -2.482 -1.752 -0.597 0.619 0.322 -0.220
O -1.292 -3.040 1.123 0.142 0.238 -2.002
F -2.973 -3.968 -0.216 -0.968 -1.064 -0.161
S 0.440 -2.841 -0.906 4.336 -1.295 -1.875
O 1.334 -3.483 0.042 -2.079 0.765 -0.868
O 0.421 -1.397 -0.971 -0.756 -0.940 0.268
F 1.166 -3.218 -2.267 -0.006 0.044 -0.411
N 0.644 2.538 0.554 -0.252 -3.043 3.833
S 2.086 2.694 0.113 6.405 2.763 -3.974
O 2.981 1.513 -0.052 -2.292 2.318 1.077
O 2.680 3.956 0.550 -0.354 -1.912 -0.051
F 1.767 3.046 -1.408 -0.376 -0.026 -0.829
S 1.146 1.484 1.900 -3.695 -4.256 1.149
O 2.131 1.854 2.876 -0.173 0.385 -1.482
O 0.971 0.047 1.544 0.647 3.889 0.510
F -0.208 1.786 2.705 -0.024 0.131 -0.203
O -2.900 3.258 -1.144 -0.335 0.160 -0.065
H -3.873 3.169 -1.141 0.086 0.085 0.048
```
Forces are in eV/Å.

Output
**E_tot**: -2803.5325 hartree
**HOMO level (alpha / beta)**: -7.123 / -7.122 eV
**Frontier orbital gap (alpha / beta)**: 8.39 / 5.46 eV
**Charge**: -1
**2S+1**: 2

---

Which of these has the highest E_tot? C2H6NO

---

The highest E_tot belongs to which entry? C2H6NO

---

What did the second record say?
This record from the OMol25 dataset describes C7H13F in the gas phase at a distorted geometry. The level of theory is wB97M-V/def2-TZVPD.

Geometry as XYZ:
```
21
Properties=species:S:1:pos:R:3:forces:R:3
C -3.050 0.666 0.349 1.376 -2.506 -3.333
C -1.676 0.339 -0.326 -1.156 -1.063 1.800
F -1.840 -0.374 -1.483 0.154 0.408 0.203
C -0.520 0.318 0.341 0.382 2.938 -1.233
C 0.879 -0.111 -0.063 -1.195 0.531 -1.003
C 1.899 0.863 0.512 1.012 0.836 -2.707
C 0.945 -1.308 0.838 0.352 -1.804 1.054
C 1.067 -0.422 -1.606 0.359 1.251 -0.923
H -3.381 -0.172 0.923 0.011 -0.477 0.712
H -3.788 0.749 -0.436 -0.201 0.382 -0.301
H -2.977 1.527 0.871 0.087 2.665 1.892
H -0.391 0.970 1.236 -0.978 -0.764 -0.437
H 2.917 0.459 0.446 -0.180 -0.265 -0.088
H 1.987 1.842 -0.040 -0.554 -0.755 0.754
H 1.695 0.958 1.530 -0.306 0.713 1.767
H 2.032 -1.392 1.006 -0.485 -0.966 0.728
H 0.281 -1.276 1.807 1.735 0.397 -1.629
H 0.554 -2.183 0.319 0.214 -0.168 -0.015
H 0.660 -1.401 -1.830 -0.075 -0.129 -0.132
H 2.106 -0.366 -2.040 -0.496 -0.432 1.275
H 0.602 0.314 -2.354 -0.052 -0.792 1.615
```
Forces are in eV/Å.

Output
**SMILES**: C/C(F)=C/C(C)(C)C
**E_tot**: -374.3098 hartree
**HOMO level**: -8.951 eV
**Frontier orbital gap**: 9.85 eV
**2S+1**: 1

---

What is the 2S+1 in the second record? 1